P) {"formula": "C2H14NO4", "method": "ωB97M-V/def2-TZVPD", "symbols": ["C", "C", "N", "H", "H", "H", "H", "H", "H", "H", "H", "O", "H", "H", "O", "H", "H", "O", "H", "H", "O"], "positions_angstrom": [[-0.485, -2.039, -2.862], [-0.497, -2.598, -0.433], [-0.771, -1.844, -1.413], [-0.479, -3.102, -3.112], [0.457, -1.574, -3.127], [-1.351, -1.702, -3.385], [0.210, -3.374, -0.225], [-1.005, -2.364, 0.500], [-1.281, -0.999, -1.121], [2.643, 2.894, 4.833], [2.107, 1.608, 5.748], [2.005, 2.504, 5.440], [-3.078, 1.690, -2.164], [-1.589, 1.883, -2.523], [-2.190, 1.763, -1.778], [1.556, 1.558, 2.295], [0.746, 2.670, 2.021], [1.069, 1.900, 1.524], [1.364, 0.062, -0.249], [0.165, 0.959, 0.232], [0.403, 0.103, -0.200]], "gap_ev": 9.3686, "total_charge": 1, "e_homo_ev": -13.851}



Q) {"formula": "C2H14NO4", "method": "ωB97M-V/def2-TZVPD", "symbols": ["C", "C", "N", "H", "H", "H", "H", "H", "H", "H", "H", "O", "H", "H", "O", "H", "H", "O", "H", "H", "O"], "positions_angstrom": [[2.188, 0.468, 0.527], [3.262, 0.181, -0.170], [0.865, 0.279, -0.065], [2.123, 0.653, 1.582], [4.241, 0.357, 0.247], [3.286, -0.019, -1.223], [0.397, 1.181, -0.198], [0.863, -0.259, -0.935], [0.210, -0.228, 0.564], [-1.678, 2.026, 1.044], [-1.473, 3.009, -0.202], [-1.504, 2.098, 0.102], [-3.237, -0.533, -0.727], [-2.015, 0.428, -0.640], [-2.271, -0.508, -0.709], [-0.986, -1.664, 1.949], [-1.983, -0.556, 1.588], [-1.126, -0.712, 2.000], [-0.258, -2.839, -1.719], [-0.845, -1.414, -1.604], [-0.057, -1.948, -1.410]], "gap_ev": 11.6814, "total_charge": 1, "e_homo_ev": -14.770}



Q: Which of them is the least stable? A: P).



P) {"formula": "H16O8", "method": "ωB97M-V/def2-TZVPD", "symbols": ["O", "H", "H", "O", "H", "H", "O", "H", "H", "O", "H", "H", "O", "H", "H", "O", "H", "H", "O", "H", "H", "O", "H", "H"], "positions_angstrom": [[0.142, 0.278, -0.700], [0.804, 0.914, -0.996], [0.574, -0.577, -0.810], [-2.633, -0.871, 2.342], [-1.778, -1.244, 2.100], [-2.439, -0.320, 3.109], [-0.815, 4.624, 0.787], [-0.783, 4.185, -0.071], [-0.218, 4.105, 1.338], [4.225, -0.364, 1.332], [4.067, -1.285, 1.096], [3.709, -0.237, 2.137], [4.749, -0.021, -0.672], [3.900, 0.125, -0.240], [5.205, -0.639, -0.091], [-2.868, -2.644, 0.848], [-3.260, -2.670, -0.032], [-1.995, -3.033, 0.728], [-2.473, 2.408, -1.589], [-3.172, 2.483, -2.249], [-2.750, 1.668, -1.037], [-0.800, -2.382, -2.064], [-0.498, -1.545, -2.436], [-0.893, -2.959, -2.830]], "gap_ev": 10.5968, "smiles": "O.O.O.O.O.O.O.O", "e_homo_ev": -10.724}



Q) {"formula": "H16O8", "method": "ωB97M-V/def2-TZVPD", "symbols": ["O", "H", "H", "O", "H", "H", "O", "H", "H", "O", "H", "H", "O", "H", "H", "O", "H", "H", "O", "H", "H", "O", "H", "H"], "positions_angstrom": [[1.612, -0.944, 2.520], [2.373, -1.240, 3.088], [1.268, -1.689, 2.000], [-1.210, 2.026, 1.380], [-0.939, 2.326, 0.503], [-0.461, 1.542, 1.813], [0.551, -0.151, -0.665], [1.296, -0.110, -0.128], [-0.074, -0.660, -0.185], [1.077, 1.628, -3.112], [1.188, 0.804, -2.634], [0.463, 2.077, -2.533], [3.130, 0.866, 0.125], [3.231, 0.991, 1.066], [3.991, 0.878, -0.241], [-3.220, -0.316, 1.743], [-2.431, -0.652, 1.340], [-3.628, 0.199, 1.021], [-1.553, -1.749, 0.226], [-0.958, -2.434, 0.645], [-1.920, -2.094, -0.546], [-1.184, -0.738, -2.733], [-1.840, -0.067, -2.763], [-0.764, -0.498, -1.934]], "gap_ev": 10.1395, "smiles": "O.O.O.O.O.O.O.O", "e_homo_ev": -10.445}



Q: Which of them is the least stable? A: P).



P) {"formula": "H16O8", "method": "ωB97M-V/def2-TZVPD", "symbols": ["O", "H", "H", "O", "H", "H", "O", "H", "H", "O", "H", "H", "O", "H", "H", "O", "H", "H", "O", "H", "H", "O", "H", "H"], "positions_angstrom": [[10.226, 12.857, 6.094], [11.020, 13.192, 6.528], [10.545, 12.197, 5.465], [6.890, 12.451, 4.537], [7.534, 13.179, 4.427], [7.033, 11.889, 3.771], [9.499, 11.857, 2.698], [10.034, 11.586, 1.928], [8.881, 11.124, 2.846], [11.445, 11.004, 0.875], [11.870, 10.237, 0.470], [12.009, 11.228, 1.630], [7.411, 9.831, 3.434], [6.473, 9.648, 3.285], [7.876, 9.103, 2.998], [8.492, 9.781, 6.133], [7.862, 9.313, 6.689], [8.070, 9.824, 5.257], [8.751, 14.591, 4.263], [9.683, 14.431, 4.453], [8.647, 14.355, 3.330], [11.102, 13.176, -1.040], [11.727, 13.253, -1.768], [11.444, 12.457, -0.485]], "gap_ev": 9.8497, "smiles": "O.O.O.O.O.O.O.O", "e_homo_ev": -10.043}



Q) {"formula": "H16O8", "method": "ωB97M-V/def2-TZVPD", "symbols": ["O", "H", "H", "O", "H", "H", "O", "H", "H", "O", "H", "H", "O", "H", "H", "O", "H", "H", "O", "H", "H", "O", "H", "H"], "positions_angstrom": [[-0.003, 0.080, 0.153], [0.578, -0.282, 0.822], [0.565, 0.631, -0.385], [-0.777, -1.681, -1.051], [-0.339, -0.830, -1.038], [-0.237, -2.220, -1.630], [-2.202, -0.974, 0.055], [-2.063, -0.503, 0.877], [-1.331, -1.282, -0.195], [1.607, 0.887, -0.741], [2.125, 1.064, 0.044], [1.987, 1.454, -1.412], [-1.972, 0.114, 1.713], [-1.037, 0.227, 1.543], [-2.038, 0.061, 2.667], [1.231, -0.191, -2.469], [1.489, 0.442, -3.138], [1.404, 0.253, -1.639], [-1.121, 1.589, -0.520], [-2.049, 1.654, -0.293], [-0.846, 0.743, -0.166], [1.816, -0.352, 1.908], [2.313, -0.446, 2.721], [0.901, -0.440, 2.174]], "gap_ev": 6.7196, "e_homo_ev": -7.358}



R) {"formula": "H16O8", "method": "ωB97M-V/def2-TZVPD", "symbols": ["O", "H", "H", "O", "H", "H", "O", "H", "H", "O", "H", "H", "O", "H", "H", "O", "H", "H", "O", "H", "H", "O", "H", "H"], "positions_angstrom": [[-3.167, -0.788, -1.511], [-2.524, -0.211, -1.097], [-2.686, -1.596, -1.686], [1.250, 3.350, 2.086], [1.252, 3.050, 1.177], [1.947, 2.847, 2.506], [-2.205, -3.832, 0.897], [-1.905, -3.044, 0.444], [-1.648, -4.532, 0.556], [-0.170, -2.269, -0.796], [0.722, -2.134, -1.115], [-0.563, -2.870, -1.428], [-0.767, 0.200, 0.343], [-0.036, 0.447, 0.910], [-0.625, -0.729, 0.160], [-0.209, 2.172, -2.000], [-0.779, 2.897, -1.745], [-0.232, 1.574, -1.253], [1.611, 0.407, 1.600], [1.480, -0.414, 2.073], [2.357, 0.819, 2.036], [2.497, 1.319, -0.961], [2.011, 1.069, -0.175], [2.386, 2.268, -1.019]], "gap_ev": 10.6112, "smiles": "O.O.O.O.O.O.O.O", "e_homo_ev": -11.008}



S) {"formula": "H16O8", "method": "ωB97M-V/def2-TZVPD", "symbols": ["O", "H", "H", "O", "H", "H", "O", "H", "H", "O", "H", "H", "O", "H", "H", "O", "H", "H", "O", "H", "H", "O", "H", "H"], "positions_angstrom": [[-2.357, -1.247, -1.181], [-2.147, -1.904, -0.517], [-2.666, -0.492, -0.682], [-1.357, -1.581, 1.698], [-1.464, -2.440, 2.106], [-0.746, -1.118, 2.271], [0.379, 0.382, 2.777], [0.390, 0.409, 3.733], [-0.244, 1.063, 2.524], [3.690, -0.850, -0.521], [4.155, -1.659, -0.306], [3.236, -0.612, 0.287], [-1.958, 2.068, -1.626], [-1.800, 2.855, -1.105], [-2.613, 1.579, -1.128], [0.139, 1.741, -3.698], [-0.564, 1.801, -3.052], [-0.047, 2.442, -4.323], [1.939, -1.243, 1.459], [1.481, -2.080, 1.381], [1.292, -0.650, 1.839], [0.718, 0.532, -0.898], [-0.156, 0.912, -0.990], [0.700, 0.092, -0.048]], "gap_ev": 9.4915, "smiles": "O.O.O.O.O.O.O.O", "e_homo_ev": -9.994}



Q: Which of them is the least stable? A: Q).



P) {"formula": "H16O8", "method": "ωB97M-V/def2-TZVPD", "symbols": ["O", "H", "H", "O", "H", "H", "O", "H", "H", "O", "H", "H", "O", "H", "H", "O", "H", "H", "O", "H", "H", "O", "H", "H"], "positions_angstrom": [[2.321, -2.647, 2.039], [1.408, -2.311, 2.000], [2.850, -1.902, 2.346], [1.792, 0.522, -2.156], [2.498, -0.111, -1.970], [2.129, 1.366, -1.826], [-3.476, -0.692, 1.359], [-2.576, -0.885, 1.643], [-3.475, 0.253, 1.164], [-0.178, -0.820, -3.810], [-0.181, -0.676, -2.860], [0.741, -0.691, -4.062], [-0.027, 0.572, 0.782], [-0.302, -0.263, 1.182], [-0.029, 0.405, -0.171], [-1.903, 2.515, -1.733], [-1.539, 2.129, -2.540], [-1.207, 2.415, -1.073], [1.016, 3.214, 1.198], [0.595, 2.361, 0.996], [1.137, 3.206, 2.152], [-0.536, -2.262, 1.827], [-0.307, -2.761, 1.028], [-0.750, -2.938, 2.485]], "gap_ev": 11.0037, "smiles": "O.O.O.O.O.O.O.O", "e_homo_ev": -11.284}



Q) {"formula": "H16O8", "method": "ωB97M-V/def2-TZVPD", "symbols": ["O", "H", "H", "O", "H", "H", "O", "H", "H", "O", "H", "H", "O", "H", "H", "O", "H", "H", "O", "H", "H", "O", "H", "H"], "positions_angstrom": [[-1.082, -1.288, -2.365], [-0.712, -0.598, -1.681], [-1.942, -1.556, -2.083], [0.189, -3.174, -0.587], [-0.070, -2.455, -1.059], [0.170, -3.940, -1.140], [1.466, -1.889, 1.546], [1.000, -1.807, 2.425], [0.776, -2.394, 1.145], [0.601, 0.401, -0.414], [1.090, 1.075, -0.240], [0.929, -0.295, 0.195], [2.591, 2.953, -0.335], [1.853, 3.590, 0.046], [2.432, 3.294, -1.231], [-1.854, -1.492, 0.647], [-2.762, -1.901, 0.215], [-1.074, -2.072, 0.571], [-1.099, 2.864, -1.531], [-1.996, 3.263, -1.379], [-1.207, 1.949, -1.315], [0.468, 1.835, 3.231], [0.059, 2.508, 2.765], [0.179, 1.135, 2.582]], "gap_ev": 11.6056, "smiles": "O.O.O.O.O.O.O.O", "e_homo_ev": -11.560}



R) {"formula": "H16O8", "method": "ωB97M-V/def2-TZVPD", "symbols": ["O", "H", "H", "O", "H", "H", "O", "H", "H", "O", "H", "H", "O", "H", "H", "O", "H", "H", "O", "H", "H", "O", "H", "H"], "positions_angstrom": [[-18.282, -21.808, -9.081], [-18.013, -21.187, -8.423], [-17.929, -21.483, -9.920], [-19.334, -19.681, -12.857], [-18.514, -19.722, -13.373], [-18.998, -19.621, -11.958], [-16.643, -20.272, -13.794], [-16.299, -19.716, -13.149], [-16.204, -20.024, -14.579], [-19.015, -18.425, -16.614], [-19.207, -18.375, -15.680], [-18.152, -18.813, -16.764], [-19.481, -17.236, -13.874], [-18.917, -16.583, -13.464], [-19.657, -18.015, -13.347], [-22.037, -18.740, -12.497], [-22.212, -18.663, -13.406], [-21.230, -19.215, -12.425], [-18.891, -19.224, -10.273], [-19.299, -19.621, -9.535], [-19.269, -18.354, -10.241], [-16.418, -19.318, -9.129], [-16.148, -18.456, -8.855], [-17.254, -19.200, -9.605]], "gap_ev": 10.6661, "smiles": "O.O.O.O.O.O.O.O", "e_homo_ev": -10.974}



Q: Which of them is the least stable? A: Q).